Run w
The following is a DFT calculation (the ωB97M-V functional and the def2-TZVPD basis) of C4H7NO in the gas phase.

Values from the calculation:
**E_HOMO**: -0.3632 hartree
**SMILES**: CC(=O)N1CC1
**Orbital gap**: 10.8 eV

Last column: Löwdin charge in e.
Element x y z (Å)
1 O 1.05414 1.30994 -0.10096  0.037
2 N -0.48122 -0.63186 0.15294  -0.013
3 C -1.65488 -0.17368 -0.73712  -0.111
4 C 1.82311 -0.78092 -0.00112  -0.070
5 C -1.56599 0.18411 0.67701  -0.218
6 C 0.75628 0.08785 -0.06540  -0.545
7 H 2.34221 -0.57128 0.97727  0.104
8 H -2.33905 -0.33875 1.43542  0.144
9 H 2.80849 -0.33830 -0.61026  0.166
10 H -2.57192 -0.79082 -1.25267  0.159
11 H -1.44715 1.16135 1.08271  0.092
12 H -1.42316 0.82862 -1.21634  0.116
13 H 1.41492 -1.91143 0.08074  0.138

=====

Run x
The following is a DFT calculation (the ωB97M-V functional and the def2-TZVPD basis) of C4H7NO in the gas phase.

Values from the calculation:
**E_HOMO**: -0.3654 hartree
**SMILES**: CCCN=C=O
**Orbital gap**: 10.6 eV

Last column: Löwdin charge in e.
Element x y z (Å)
1 O 0.65210 2.30995 -2.37216  0.171
2 N 0.05933 1.30962 -0.30855  0.022
3 C 0.27304 1.78149 -1.40059  -0.305
4 C -0.94779 0.27142 -0.10048  -0.222
5 C -0.25970 -1.07655 0.06364  -0.253
6 C 0.81855 -0.67907 1.07605  -0.132
7 H 0.15717 -1.38546 -0.90183  0.104
8 H -1.52143 0.36037 -1.02149  0.118
9 H 1.08514 0.52082 0.66695  0.136
10 H 1.73897 -1.25003 0.99653  0.048
11 H -1.44836 0.49538 0.85584  0.126
12 H -1.01518 -1.83976 0.34255  0.113
13 H 0.40817 -0.81816 2.10352  0.074

=====

Run y
The following is a DFT calculation (the ωB97M-V functional and the def2-TZVPD basis) of a molecular structure, C4H7NO.

Values from the calculation:
**E_HOMO**: -0.2986 hartree
**Orbital gap**: 8.7 eV

Last column: Löwdin charge in e.
Element x y z (Å)
1 O -0.36091 0.33249 2.45778  0.062
2 N -0.09057 -0.45290 0.30209  -0.129
3 C 0.35514 0.03497 1.53209  -0.317
4 C 1.04081 -0.28801 -1.05533  -0.067
5 C -1.44754 -0.17923 -0.08533  -0.203
6 C -0.59035 0.76162 -0.83866  0.006
7 H 1.45717 0.07089 1.58824  0.138
8 H -1.92950 -1.00207 -0.61320  0.112
9 H 0.69743 -1.00007 -1.79888  0.079
10 H -2.00980 0.21296 0.75884  0.114
11 H -0.45214 1.68668 -0.25622  0.075
12 H 1.49496 0.57746 -1.54362  0.062
13 H 1.83530 -0.75478 -0.44778  0.068

=====

Run z
The following is a DFT calculation (the ωB97M-V functional and the def2-TZVPD basis) of C4H7NO in the gas phase.

Values from the calculation:
**E_HOMO**: -0.3189 hartree
**Orbital gap**: 9.5 eV

Last column: Löwdin charge in e.
Element x y z (Å)
1 O 0.81833 -0.00944 0.40601  -0.159
2 N -1.59582 0.98002 0.27200  0.043
3 C 2.23593 -0.07420 0.33047  -0.089
4 C -1.86385 -0.42610 0.06356  -0.127
5 C -0.94372 0.29955 -0.86383  -0.317
6 C 0.42242 -0.12796 -0.83361  -0.054
7 H -2.85128 -0.65928 -0.29734  0.101
8 H 2.31066 -0.64128 -0.74835  0.130
9 H -1.30142 0.56893 -1.82902  0.114
10 H 2.53944 -0.79655 1.01956  0.043
11 H -1.41354 -1.14706 0.73467  0.108
12 H 2.57103 0.95474 0.71596  0.122
13 H -0.92816 1.07864 1.02992  0.085

=====

Relative energies, unit kcal/mol: run w 49.9; run x 0.0; run y 99.5; run z 81.6

=====

Run w
The following is a DFT calculation (the ωB97M-V functional and the def2-TZVPD basis) of 2 unconnected molecules or ions with the total composition C4H7NO.

Values from the calculation:
**E_HOMO**: -0.3843 hartree
**SMILES**: [H]/N=C1\OC12CC2.[H][H]
**Orbital gap**: 11.5 eV

Last column: Löwdin charge in e.
Element x y z (Å)
1 O 0.73539 1.39228 -1.00398  0.116
2 N 2.41334 -0.09392 0.02365  0.152
3 C 1.30283 0.38386 -0.29605  -0.399
4 C -1.32676 0.64527 0.49874  -0.047
5 C -1.34446 -0.24427 -0.74592  -0.047
6 C -0.11183 0.41804 -0.29644  -0.355
7 H -1.40385 0.17714 1.47628  0.102
8 H 3.17973 0.44656 -0.37745  0.068
9 H 0.43033 -1.96572 1.44259  0.049
10 H -1.81950 0.15995 -1.63524  0.113
11 H -1.43166 -1.31978 -0.61805  0.103
12 H -1.79019 1.62390 0.41274  0.113
13 H 1.10291 -1.72254 1.22970  0.030

=====

Run x
The following is a DFT calculation (the ωB97M-V functional and the def2-TZVPD basis) of C4H7NO in the gas phase.

Values from the calculation:
**E_HOMO**: -0.3480 hartree
**SMILES**: OC[C@@H]1[C@H]2CN12
**Orbital gap**: 10.5 eV

Last column: Löwdin charge in e.
Element x y z (Å)
1 O -1.10531 -1.70984 0.34758  -0.119
2 N 0.27647 0.20092 1.01636  0.027
3 C -0.25322 0.02547 -0.63458  -0.093
4 C -0.34179 -1.46406 -0.81597  -0.234
5 C 0.31645 1.63160 0.86811  -0.120
6 C 0.89327 0.74667 -0.17417  -0.246
7 H -0.68057 -1.01699 0.96858  0.049
8 H 1.92433 0.54668 -0.40008  0.132
9 H 0.64660 -1.95676 -0.82070  0.121
10 H 1.03149 2.16165 1.49087  0.107
11 H -0.64420 2.12381 0.71977  0.107
12 H -0.87647 -1.80875 -1.72185  0.126
13 H -1.20477 0.52331 -0.83028  0.142

=====

Run y
The following is a DFT calculation (the ωB97M-V functional and the def2-TZVPD basis) of 2 unconnected molecules or ions with the total composition C4H7NO.

Values from the calculation:
**E_HOMO**: -0.3124 hartree
**Orbital gap**: 8.4 eV

Last column: Löwdin charge in e.
Element x y z (Å)
1 O -1.75101 1.68354 -0.85144  0.055
2 N 0.42442 1.16571 -0.44564  -0.012
3 C -0.90415 0.85061 -0.54833  -0.536
4 C 0.87736 -1.09378 -0.22652  -0.005
5 C 1.19550 0.20424 0.29801  -0.245
6 C -1.16188 -0.38849 0.30079  -0.055
7 H 0.76970 -1.26073 -1.30112  0.086
8 H 0.65965 2.14859 -0.37083  0.146
9 H -1.13918 -1.24600 0.98556  0.079
10 H 1.09914 -1.93668 0.43055  0.083
11 H 2.25223 0.47081 0.36942  0.121
12 H -0.11569 0.05430 1.29464  0.200
13 H -2.20608 -0.65212 0.06489  0.082

=====

Relative energies, unit kcal/mol: run w 0.0; run x 4.1; run y 62.2

=====

Run w
The following is a DFT calculation (the ωB97M-V functional and the def2-TZVPD basis) of C4H7NO in the gas phase.

Values from the calculation:
**E_HOMO**: -0.3451 hartree
**SMILES**: C1=NOCCC1
**Orbital gap**: 10.4 eV

Last column: Löwdin charge in e.
Element x y z (Å)
1 O -0.70374 0.16550 -1.63790  -0.148
2 N 0.14407 1.21676 -1.40454  0.027
3 C 0.10004 -0.98006 0.35494  -0.172
4 C 0.66658 0.33843 0.86897  -0.180
5 C -1.12604 -0.60087 -0.50333  -0.193
6 C 0.71461 1.33776 -0.27892  -0.152
7 H 0.85180 -1.50463 -0.27777  0.128
8 H -1.67433 -1.42243 -0.96638  0.119
9 H -1.89183 -0.01678 0.06162  0.132
10 H 1.67429 0.16630 1.22569  0.104
11 H -0.21403 -1.70568 1.11338  0.110
12 H 0.08958 0.78499 1.67837  0.111
13 H 1.36900 2.22071 -0.23414  0.113

=====

Run x
The following is a DFT calculation (the ωB97M-V functional and the def2-TZVPD basis) of C4H7NO in the gas phase.

Values from the calculation:
**E_HOMO**: -0.3059 hartree
**SMILES**: O[C@H]1CN2C[C@@H]12
**Orbital gap**: 9.2 eV

Last column: Löwdin charge in e.
Element x y z (Å)
1 O -1.60026 -1.20471 0.81975  0.013
2 N 0.81274 0.72585 -0.74120  -0.073
3 C 0.05926 -0.55238 -0.84493  -0.234
4 C -0.11137 1.35897 0.17883  -0.090
5 C 1.30376 -0.43832 -0.03575  -0.126
6 C -1.12535 -0.22860 -0.02513  -0.238
7 H 2.21969 -0.84580 -0.44598  0.106
8 H 1.23673 -0.43331 1.05531  0.116
9 H 0.06646 -1.16865 -1.74335  0.135
10 H -0.58963 2.24146 -0.30847  0.106
11 H 0.28719 1.65505 1.14758  0.088
12 H -1.71052 0.64636 -0.15216  0.095
13 H -0.84870 -1.75591 1.09551  0.102

=====

Relative energies, unit kcal/mol: run w 0.0; run x 52.1